ORCA calculation (wB97M-V/def2-TZVPD) on a molecular structure, C5H8O in a non-equilibrium geometry.

Each line ends with the Mulliken charge.
Element x y z (Å)
1 C 1.285 0.568 1.198  -1.282
2 C 0.007 0.383 0.396  0.511
3 C -0.853 -0.647 -1.225  -0.409
4 C -0.781 -0.913 0.299  -0.551
5 C -0.087 0.709 -1.012  0.225
6 O 0.410 1.597 -1.680  -0.673
7 H 1.260 0.150 2.212  0.359
8 H 2.104 0.040 0.666  0.293
9 H 1.582 1.614 1.217  0.328
10 H -1.816 -0.677 -1.727  0.286
11 H -0.114 -1.261 -1.744  0.248
12 H -0.225 -1.815 0.588  0.285
13 H -1.716 -0.903 0.870  0.245
14 H -1.055 1.154 -0.058  0.135

Atoms 1-2, force components in eV/Å:
-0.3 0.4 0.1
-0.4 0.6 -0.1

Computed properties:
charge: 0
Kohn-Sham gap: 9.70 eV
HOMO energy: -8.82 eV
strongest force on any atom: 0.05902 Eh/bohr
DFT total energy: -270.44295 Eh
ΔE to the lowest compared entry with this formula, charge and spin: 3.128 eV

=====

ORCA calculation (wB97M-V/def2-TZVPD) on a molecular structure, C12H8O12PtS4 in a non-equilibrium geometry.

Each line ends with the Mulliken charge.
Element x y z (Å)
1 Pt 1.437 1.771 -1.223  1.059
2 O -2.799 -1.298 -0.677  -0.698
3 S -1.576 -0.699 -0.286  1.250
4 O -0.847 -1.753 0.768  -0.438
5 O -0.515 -0.472 -1.234  -0.307
6 C -1.819 0.671 0.833  0.643
7 C -1.974 0.324 2.168  -0.377
8 C -2.011 1.308 3.139  -0.596
9 C -1.866 2.636 2.789  -0.716
10 C -1.738 2.988 1.456  -0.698
11 C -1.733 2.022 0.465  -0.069
12 S -1.681 2.642 -1.210  1.379
13 O -2.337 3.911 -1.207  -0.677
14 O -2.206 1.609 -2.061  -0.625
15 O -0.196 2.917 -1.432  -0.564
16 H -2.041 -0.713 2.459  0.467
17 H -2.128 1.023 4.176  0.400
18 H -1.862 3.403 3.552  0.424
19 H -1.670 4.026 1.159  0.531
20 O 0.992 -0.537 2.374  -0.616
21 S 1.765 -0.028 1.281  1.434
22 O 3.185 -0.140 1.380  -0.623
23 O 1.253 1.301 0.834  -0.698
24 C 1.375 -1.218 -0.100  -0.366
25 C 0.378 -2.268 0.301  -0.034
26 C 0.144 -3.359 -0.675  -0.587
27 C 0.835 -3.443 -1.827  -0.897
28 C 1.760 -2.419 -2.139  -0.492
29 C 2.051 -1.350 -1.299  0.777
30 S 3.069 -0.091 -2.103  1.603
31 O 4.169 -0.756 -2.705  -0.638
32 O 2.129 0.554 -3.055  -0.722
33 O 3.301 0.944 -1.065  -0.585
34 H 0.834 -2.726 1.201  0.600
35 H -0.618 -4.079 -0.403  0.527
36 H 0.669 -4.242 -2.535  0.446
37 H 2.273 -2.459 -3.095  0.483

Atoms 1-2, force components in eV/Å:
0.4 0.1 0.6
0.0 0.0 0.0

Computed properties:
charge: 0
Kohn-Sham gap: 6.17 eV
HOMO energy: -9.92 eV
strongest force on any atom: 0.02287 Eh/bohr
DFT total energy: -3076.83748 Eh

=====

ORCA calculation (wB97M-V/def2-TZVPD) on a molecular structure, C6H8N2 in a non-equilibrium geometry.

Each line ends with the Mulliken charge.
Element x y z (Å)
1 C -1.525 1.455 -0.105  -0.695
2 C 0.194 -1.179 -0.947  -0.675
3 C -1.611 0.197 0.289  -0.295
4 C -0.504 -0.727 0.254  -0.571
5 C 1.365 1.117 -0.694  -0.545
6 C 0.867 -0.189 -0.084  0.692
7 N 2.503 0.790 -0.082  0.043
8 N 2.203 -0.399 0.550  -0.547
9 H -0.563 1.948 -0.456  0.294
10 H -2.516 1.938 -0.061  0.246
11 H 0.431 -2.231 -0.786  0.295
12 H -0.242 -0.812 -1.904  0.316
13 H -2.561 -0.137 0.786  0.271
14 H -0.571 -1.481 0.902  0.617
15 H 3.516 1.158 -0.007  0.240
16 H 2.314 -0.257 1.598  0.314

Atoms 1-2, force components in eV/Å:
-0.6 1.0 -0.3
-0.7 -0.8 -1.8

Computed properties:
charge: 0
Kohn-Sham gap: 9.53 eV
HOMO energy: -8.49 eV
strongest force on any atom: 0.07734 Eh/bohr
DFT total energy: -342.70889 Eh
ΔE to the lowest compared entry with this formula, charge and spin: 6.124 eV

=====

- Look up the charge of the first one.
  0

=====

- What is the formula in the third record?
  C6H8N2

=====

- Number 3 is which compound?
  C6H8N2